[1]
Formula: C46H35N2O2PbS
Source: the OMol25 dataset
Level of theory: the ωB97M-V functional and the def2-TZVPD basis

Atoms and positions in Å:
Pb  -0.541  0.616  -0.035
O  -0.449  0.517  -2.101
C  0.704  0.310  -2.937
C  1.824  1.161  -2.330
C  2.477  0.681  -1.053
C  3.883  0.663  -1.037
C  4.531  0.167  0.081
C  3.787  -0.316  1.142
C  2.391  -0.241  1.069
C  1.599  -0.815  2.191
C  0.667  0.162  2.873
O  -0.474  0.434  2.016
C  0.102  -0.392  4.196
C  -0.821  0.379  4.887
C  -1.390  -0.004  6.090
C  -0.934  -1.199  6.659
C  -0.065  -2.035  5.970
C  0.426  -1.633  4.739
C  1.399  1.432  3.211
C  2.411  1.412  4.135
C  3.089  2.556  4.468
C  2.800  3.765  3.842
C  1.779  3.792  2.908
C  1.121  2.623  2.580
N  1.774  0.278  0.021
C  0.342  0.993  -4.293
C  -0.734  1.852  -4.374
C  -1.041  2.506  -5.558
C  -0.255  2.274  -6.677
C  0.810  1.396  -6.615
C  1.124  0.745  -5.425
C  0.943  -1.167  -3.148
C  2.209  -1.757  -3.138
C  2.341  -3.119  -3.449
C  1.202  -3.882  -3.698
C  -0.074  -3.304  -3.650
C  -0.172  -1.949  -3.360
H  1.346  2.144  -2.185
H  2.646  1.347  -3.025
H  4.416  0.972  -1.921
H  5.618  0.153  0.186
H  4.239  -0.646  2.047
H  2.315  -1.221  2.902
H  0.938  -1.604  1.845
H  -1.165  1.304  4.441
H  -2.110  0.608  6.618
H  -1.299  -1.467  7.657
H  0.166  -2.999  6.395
H  1.098  -2.305  4.227
H  2.604  0.480  4.674
H  3.841  2.510  5.251
H  3.318  4.676  4.159
H  1.509  4.687  2.370
H  0.270  2.707  1.879
H  -1.311  2.028  -3.480
H  -1.910  3.155  -5.606
H  -0.471  2.765  -7.653
H  1.391  1.177  -7.519
H  1.934  0.047  -5.430
H  3.106  -1.179  -2.925
H  3.304  -3.592  -3.506
H  1.334  -4.953  -3.887
H  -0.961  -3.919  -3.812
H  -1.157  -1.510  -3.294
S  -4.754  -1.309  0.036
C  -3.740  -2.723  0.023
C  -4.073  -4.072  -0.022
C  -3.078  -5.015  -0.048
C  -1.724  -4.609  -0.046
C  -1.387  -3.285  -0.019
C  -2.411  -2.319  0.024
N  -2.221  -0.946  0.028
C  -3.375  -0.305  0.032
C  -3.432  1.165  0.030
C  -4.660  1.819  0.062
C  -4.726  3.199  -0.007
C  -3.549  3.916  -0.123
C  -2.330  3.284  -0.189
C  -2.264  1.905  -0.069
H  -5.108  -4.385  -0.019
H  -3.362  -6.055  -0.071
H  -0.969  -5.365  -0.018
H  -0.378  -2.949  0.033
H  -5.553  1.241  0.152
H  -5.667  3.695  0.073
H  -3.613  4.983  -0.192
H  -1.418  3.864  -0.278

Results
HOMO level ... -11.01 eV
Charge ... +1
Frontier orbital gap ... 7.91 eV

[2]
Formula: C4H10NO5S2
Source: the OMol25 dataset
Level of theory: the ωB97M-V functional and the def2-TZVPD basis

Atoms and positions in Å:
C  2.514  -0.343  -1.269
C  -1.464  1.019  1.475
C  0.989  -0.222  -1.095
C  -0.723  0.281  0.347
N  0.579  0.786  -0.145
O  1.458  -2.474  0.241
O  -1.706  1.018  -2.130
O  -0.425  -1.021  0.760
O  -1.525  -1.355  -1.480
O  -3.357  -1.654  1.189
S  0.339  -1.856  -0.483
S  -2.016  0.047  -1.071
H  3.076  -0.660  -0.377
H  3.065  0.560  -1.602
H  2.782  -1.038  -2.091
H  -0.989  1.001  2.471
H  -2.356  0.448  1.618
H  -1.867  1.980  1.037
H  0.531  0.135  -2.044
H  1.430  0.712  0.497
H  -3.323  -1.414  0.207
H  -2.381  -1.718  1.277

Results
HOMO level ... -4.17 eV
Charge ... -1
Frontier orbital gap ... 7.73 eV

[3]
Formula: C45H66N3NiPS4Si
Source: the OMol25 dataset
Level of theory: the ωB97M-V functional and the def2-TZVPD basis

Atoms and positions in Å:
Ni  0.041  1.155  0.578
C  -2.926  1.615  2.734
C  -3.895  1.986  1.645
C  -5.143  2.482  2.032
C  -6.121  2.805  1.112
C  -5.865  2.630  -0.243
C  -4.633  2.151  -0.640
C  -3.629  1.838  0.281
P  -2.025  1.226  -0.442
C  -1.762  2.357  -1.859
C  -1.194  1.799  -3.008
C  -0.993  2.552  -4.152
C  -1.334  3.897  -4.145
C  -1.791  4.476  -2.975
C  -1.982  3.740  -1.805
C  -2.344  4.496  -0.551
C  -2.793  -0.294  -1.200
C  -3.269  -0.342  -2.500
C  -3.963  -1.442  -2.997
C  -4.221  -2.535  -2.176
C  -3.795  -2.506  -0.870
C  -3.080  -1.403  -0.337
C  -2.733  -1.444  1.018
H  -3.147  0.618  3.124
H  -2.989  2.321  3.563
H  -1.904  1.603  2.365
H  -5.339  2.613  3.091
H  -7.076  3.191  1.445
H  -6.618  2.871  -0.982
H  -4.438  2.037  -1.700
H  -0.916  0.751  -3.008
H  -0.567  2.093  -5.035
H  -1.191  4.502  -5.030
H  -1.974  5.545  -2.943
H  -1.827  5.456  -0.548
H  -2.043  3.974  0.356
H  -3.418  4.685  -0.492
H  -3.111  0.495  -3.164
H  -4.312  -1.434  -4.021
H  -4.768  -3.389  -2.555
H  -4.014  -3.337  -0.208
H  -3.039  -2.286  1.628
H  -2.173  -0.660  1.498
C  2.238  0.897  4.304
C  0.793  0.409  4.195
S  0.208  -0.325  2.653
C  1.211  -1.803  2.428
C  2.642  -1.615  1.959
S  2.771  -0.482  0.557
C  4.260  0.439  1.002
C  4.327  1.066  2.396
S  2.827  1.941  2.938
H  2.915  0.051  4.411
H  2.310  1.478  5.226
H  0.100  1.237  4.357
H  0.607  -0.325  4.983
H  0.654  -2.365  1.673
H  1.193  -2.370  3.362
H  3.032  -2.592  1.673
H  3.264  -1.235  2.765
H  4.286  1.220  0.245
H  5.141  -0.191  0.854
H  5.140  1.793  2.397
H  4.581  0.324  3.153
C  2.093  1.430  -2.080
Si  1.988  3.083  -1.176
C  3.718  3.625  -0.611
C  1.449  4.387  -2.435
N  0.965  2.883  0.192
C  0.695  3.921  1.048
C  0.020  3.700  2.268
C  -0.317  4.723  3.135
C  0.033  6.038  2.852
C  0.748  6.284  1.687
C  1.080  5.263  0.811
H  3.110  1.029  -2.110
H  1.748  1.522  -3.113
H  1.468  0.673  -1.598
H  4.512  3.063  -1.110
H  3.826  3.499  0.469
H  3.890  4.681  -0.831
H  2.218  5.152  -2.568
H  0.529  4.888  -2.125
H  1.254  3.933  -3.409
H  -0.231  2.675  2.510
H  -0.849  4.494  4.052
H  -0.227  6.843  3.527
H  1.055  7.298  1.452
H  1.641  5.503  -0.082
C  3.648  -4.580  -0.678
C  3.864  -3.780  -1.961
C  3.082  -4.296  -3.175
C  1.646  -3.795  -3.273
N  0.806  -4.299  -2.197
C  0.173  -3.548  -1.282
S  0.214  -1.872  -1.260
N  -0.498  -4.212  -0.297
C  -0.960  -5.594  -0.294
C  -0.826  -6.204  1.098
C  0.618  -6.298  1.587
C  1.448  -7.331  0.831
H  4.324  -4.242  0.108
H  3.841  -5.644  -0.842
H  2.628  -4.477  -0.303
H  4.928  -3.801  -2.206
H  3.601  -2.733  -1.780
H  3.093  -5.393  -3.184
H  3.587  -3.981  -4.091
H  1.208  -4.091  -4.229
H  1.618  -2.708  -3.214
H  0.783  -5.298  -2.088
H  -1.049  -3.568  0.256
H  -0.386  -6.185  -1.004
H  -2.001  -5.639  -0.628
H  -1.280  -7.199  1.080
H  -1.414  -5.604  1.799
H  0.615  -6.545  2.651
H  1.086  -5.314  1.499
H  0.977  -8.316  0.869
H  2.447  -7.421  1.258
H  1.575  -7.063  -0.220

Results
HOMO level (spin up / spin down) ... -6.13 / -6.18 eV
Spin multiplicity ... 3
<S²> ... 2.05
Frontier orbital gap (spin up / spin down) ... 6.41 / 5.52 eV

[4]
Formula: C11H11O3S
Source: the OMol25 dataset
Level of theory: the ωB97M-V functional and the def2-TZVPD basis

Atoms and positions in Å:
C  3.347  -1.308  -0.719
C  2.890  -1.581  0.513
C  2.504  -0.674  -1.632
C  1.533  -1.436  0.873
C  1.269  -0.380  -1.304
C  0.715  -0.872  -0.095
C  -0.701  -0.784  0.287
C  -2.105  0.846  -1.326
C  -0.488  1.940  0.237
C  -2.516  0.994  1.259
C  -1.494  0.815  0.182
O  -3.293  0.777  -1.501
O  -1.235  0.943  -2.228
O  -2.758  -1.902  1.477
S  -1.417  -2.161  0.875
H  4.440  -1.390  -0.833
H  3.503  -2.012  1.260
H  3.022  -0.197  -2.427
H  1.198  -1.582  1.862
H  0.543  -0.144  -2.120
H  0.263  1.551  -0.415
H  -0.107  2.253  1.244
H  -0.982  2.858  -0.054
H  -3.001  1.910  0.869
H  -1.977  1.431  2.224
H  -3.153  0.105  1.492

Results
HOMO level ... -4.62 eV
Charge ... -1
Frontier orbital gap ... 7.59 eV

[5]
Formula: C5H10I2N2O
Source: the OMol25 dataset
Level of theory: the ωB97M-V functional and the def2-TZVPD basis

Atoms and positions in Å:
C  -2.273  -0.390  0.501
C  -1.636  0.904  0.846
C  -0.127  1.137  0.308
C  0.845  0.000  0.753
C  2.157  0.001  -0.127
N  -1.851  -1.218  -0.353
N  1.107  -0.769  -2.175
O  1.881  0.150  -1.592
I  3.332  1.774  0.204
I  3.205  -1.891  0.224
H  -3.287  -0.363  1.111
H  -2.353  1.758  0.398
H  -1.587  1.035  1.963
H  -0.098  1.175  -0.842
H  0.032  2.049  0.765
H  1.107  0.075  1.802
H  0.293  -0.936  0.669
H  -2.566  -2.027  -0.619
H  0.133  -0.852  -1.826
H  1.686  -1.612  -2.010

Results
HOMO level (spin up / spin down) ... -5.53 / -9.02 eV
Spin multiplicity ... 3
<S²> ... 2.01
Frontier orbital gap (spin up / spin down) ... 6.02 / 4.99 eV

[6]
Formula: C4H3NO
Source: the OMol25 dataset
Level of theory: the ωB97M-V functional and the def2-TZVPD basis

Atoms and positions in Å:
C  -1.907  -1.210  0.485
C  -1.137  -0.331  0.189
C  -0.230  0.705  -0.251
N  0.701  1.510  0.801
C  1.172  0.667  0.017
O  2.321  0.161  -0.396
H  -2.601  -1.969  0.774
H  -0.564  1.265  -1.126
H  2.193  -0.790  -0.506

Results
HOMO level ... -9.63 eV
Frontier orbital gap ... 10.10 eV

[7]
Formula: C3H6OS2
Source: the OMol25 dataset
Level of theory: the ωB97M-V functional and the def2-TZVPD basis

Atoms and positions in Å:
C  2.728  0.305  1.165
C  -2.264  -0.321  0.009
C  -1.019  0.110  -0.787
O  4.429  -1.058  -0.184
S  3.162  -0.334  -0.197
S  -0.103  1.421  0.103
H  2.532  0.723  2.047
H  -2.957  0.586  0.039
H  -2.680  -1.195  -0.536
H  -2.008  -0.393  1.132
H  -1.503  0.706  -1.650
H  -0.318  -0.548  -1.142

Results
HOMO level (spin up / spin down) ... -8.95 / -8.81 eV
Frontier orbital gap (spin up / spin down) ... 5.74 / 5.59 eV

[8]
Formula: C19H47FIN6O3P
Source: the OMol25 dataset
Level of theory: the ωB97M-V functional and the def2-TZVPD basis

Atoms and positions in Å:
C  0.658  3.040  1.479
C  0.802  3.475  -0.010
C  0.628  2.261  -1.001
C  -0.486  2.609  -2.055
C  -0.983  1.324  -2.822
C  -2.525  1.095  -2.668
C  -2.886  0.012  -1.608
C  -2.297  0.300  -0.182
C  -1.391  -0.868  0.324
C  -2.189  -1.915  1.173
C  -1.167  -3.059  1.561
C  -1.786  -4.415  1.072
C  -0.779  -5.611  1.081
P  0.677  -5.375  -0.086
F  -0.282  -4.507  -1.220
C  1.915  -6.243  1.073
I  2.324  -4.822  2.709
C  3.325  -6.589  0.436
C  3.525  -6.145  -1.048
H  1.498  2.377  1.775
H  0.738  3.943  2.116
H  -0.296  2.514  1.677
H  1.751  4.021  -0.169
H  -0.023  4.188  -0.224
H  1.557  2.034  -1.559
H  0.360  1.359  -0.409
H  -1.341  3.021  -1.485
H  -0.065  3.366  -2.741
H  -0.774  1.510  -3.895
H  -0.387  0.432  -2.543
H  -2.911  0.747  -3.646
H  -3.064  2.031  -2.415
H  -2.537  -0.987  -1.942
H  -3.991  -0.014  -1.519
H  -1.676  1.222  -0.160
H  -3.140  0.458  0.517
H  -0.966  -1.399  -0.555
H  -0.566  -0.499  0.969
H  -3.070  -2.312  0.626
H  -2.529  -1.383  2.092
H  -1.179  -3.115  2.670
H  -0.150  -2.875  1.176
H  -2.567  -4.674  1.825
H  -2.332  -4.315  0.116
H  -1.356  -6.498  0.730
H  -0.451  -5.873  2.105
H  0.795  -6.386  -1.089
H  1.525  -4.224  -0.048
H  1.437  -7.149  1.503
H  3.521  -7.671  0.589
H  4.116  -6.077  1.020
H  4.550  -6.460  -1.341
H  2.852  -6.719  -1.716
H  3.469  -5.057  -1.211
C  -0.011  3.654  -6.204
O  -0.929  3.435  -5.429
N  -0.084  4.609  -7.175
N  1.162  2.960  -6.162
H  0.655  4.806  -7.821
H  -0.934  5.138  -7.233
H  1.249  2.249  -5.459
H  1.928  3.122  -6.787
C  -1.439  0.096  4.775
O  -2.277  0.452  3.962
N  -0.101  0.193  4.534
N  -1.772  -0.428  5.990
H  0.606  -0.093  5.184
H  0.179  0.575  3.649
H  -2.749  -0.513  6.198
H  -1.102  -0.727  6.671
C  2.365  6.717  2.457
O  3.294  5.946  2.280
N  1.850  7.488  1.456
N  1.760  6.873  3.669
H  1.088  8.126  1.580
H  2.269  7.399  0.550
H  2.111  6.322  4.430
H  0.997  7.499  3.836

Results
HOMO level ... -9.23 eV
Frontier orbital gap ... 9.52 eV

[9]
Formula: H3S3
Source: the OMol25 dataset
Level of theory: the ωB97M-V functional and the def2-TZVPD basis

Atoms and positions in Å:
S  -1.361  0.684  1.962
H  -0.405  -0.245  2.150
S  1.472  -0.802  -1.174
S  -0.992  1.190  -0.043
H  0.926  -0.787  -2.396
H  0.360  -0.040  -0.499

Results
HOMO level ... -2.98 eV
Charge ... -1
Frontier orbital gap ... 6.52 eV

[10]
Formula: C35H33NO4W
Source: the OMol25 dataset
Level of theory: the ωB97M-V functional and the def2-TZVPD basis

Atoms and positions in Å:
W  0.628  0.320  0.723
O  -0.632  1.604  0.557
C  -1.802  1.947  -0.153
C  -1.730  1.096  -1.437
C  -1.761  -0.373  -1.176
C  -2.761  -1.142  -1.709
C  -2.717  -2.532  -1.639
C  -1.597  -3.092  -1.021
C  -0.628  -2.312  -0.453
C  0.501  -2.963  0.287
C  1.874  -2.334  -0.024
O  1.767  -1.024  0.482
C  2.192  -2.256  -1.512
C  3.026  -1.232  -1.959
C  3.363  -1.136  -3.300
C  2.866  -2.058  -4.212
C  2.036  -3.076  -3.772
C  1.702  -3.177  -2.428
C  2.936  -3.099  0.757
C  3.589  -4.199  0.219
C  4.501  -4.910  0.985
C  4.769  -4.526  2.290
C  4.120  -3.426  2.830
C  3.205  -2.715  2.070
N  -0.681  -0.915  -0.464
C  -1.758  3.448  -0.436
C  -1.853  4.000  -1.708
C  -1.817  5.378  -1.885
C  -1.677  6.220  -0.795
C  -1.563  5.675  0.477
C  -1.605  4.303  0.653
C  -3.053  1.598  0.660
C  -3.023  0.594  1.625
C  -4.164  0.283  2.349
C  -5.348  0.965  2.118
C  -5.389  1.953  1.146
C  -4.249  2.269  0.423
H  -0.764  1.341  -1.900
H  -2.545  1.355  -2.108
H  -3.577  -0.649  -2.221
H  -3.496  -3.146  -2.066
H  -1.491  -4.168  -0.963
H  0.524  -4.034  0.097
H  0.359  -2.807  1.363
H  3.415  -0.515  -1.248
H  4.014  -0.339  -3.634
H  3.127  -1.984  -5.259
H  1.636  -3.793  -4.478
H  1.050  -3.978  -2.103
H  3.398  -4.493  -0.806
H  5.010  -5.763  0.554
H  5.487  -5.083  2.879
H  4.325  -3.119  3.848
H  2.702  -1.849  2.480
H  -1.959  3.370  -2.580
H  -1.899  5.783  -2.886
H  -1.662  7.292  -0.937
H  -1.445  6.327  1.334
H  -1.526  3.878  1.647
H  -2.103  0.067  1.831
H  -4.126  -0.494  3.102
H  -6.235  0.734  2.693
H  -6.312  2.484  0.951
H  -4.291  3.046  -0.330
C  0.939  1.409  3.571
O  0.561  0.342  2.740
H  0.947  1.064  4.609
H  0.218  2.235  3.498
H  1.932  1.784  3.312
C  2.096  2.947  0.471
O  2.165  1.629  0.948
H  2.961  3.512  0.832
H  1.192  3.464  0.817
H  2.105  2.996  -0.627

Results
HOMO level (spin up / spin down) ... -5.41 / -9.03 eV
Spin multiplicity ... 3
<S²> ... 2.03
Frontier orbital gap (spin up / spin down) ... 5.88 / 9.18 eV

Number 1: largest force on an atom 1.56 eV/A. Number 2: largest force on an atom 2.40 eV/A. Number 3: largest force on an atom 0.37 eV/A. Number 4: largest force on an atom 4.95 eV/A. Number 5: largest force on an atom 4.22 eV/A. Number 6: largest force on an atom 0.84 eV/A. Number 7: largest force on an atom 4.96 eV/A. Number 8: largest force on an atom 2.27 eV/A. Number 9: largest force on an atom 0.76 eV/A. Number 10: largest force on an atom 3.42 eV/A.